{"formula": "H5NP2S2", "method": "the ωB97M-V functional and the def2-TZVPD basis", "homo_lumo_gap_ha": 0.3512, "homo_energy_ev": -9.21, "charge": 0, "e_above_lowest_kj_mol": 0.7, "smiles": "S=[PH2]NPS", "species": ["S", "S", "P", "P", "N", "H", "H", "H", "H", "H"], "coordinates": [[-2.9832, 0.6198, 0.1232], [2.3598, 1.1061, -0.2953], [1.4115, -0.7253, 0.4834], [-1.3390, -0.1982, -0.4800], [-0.1438, -0.2795, 0.7084], [-0.6223, -0.0274, 1.6023], [1.6027, -0.5318, 1.9220], [1.6770, 0.9422, -1.5136], [-0.4983, 0.5678, -1.4263], [-1.4644, -1.4737, -1.1241]], "atomic_forces_ev_per_a": [[0.32, -0.30, -0.14], [-0.87, -0.47, -0.72], [2.01, -0.01, 0.75], [0.90, 0.97, -1.02], [-4.16, 0.31, 1.10], [1.12, -0.19, -0.84], [0.74, -0.09, -1.04], [0.89, 0.10, 1.21], [-1.15, -0.81, 0.33], [0.20, 0.49, 0.36]]}

{"formula": "C5H8N2O", "method": "the ωB97M-V functional and the def2-TZVPD basis", "homo_lumo_gap_ha": 0.3758, "homo_energy_ev": -9.56, "charge": 0, "e_above_lowest_kj_mol": 22.5, "smiles": "[H]/N=C1/CC(=O)N(C)C1", "species": ["O", "N", "N", "C", "C", "C", "C", "C", "H", "H", "H", "H", "H", "H", "H", "H"], "coordinates": [[-2.4769, 0.0160, -0.2520], [-0.3164, -0.6867, -0.2192], [1.6570, 2.1162, 0.7444], [1.0089, -0.2007, 0.0515], [-0.6614, 1.5433, 0.3502], [0.8041, 1.2576, 0.4246], [-1.3004, 0.2293, -0.0723], [-0.5808, -2.0484, -0.6161], [-0.8817, 2.3310, -0.3714], [0.3577, -2.5928, -0.6871], [1.6591, -0.2894, -0.8297], [1.4799, -0.7511, 0.8777], [-1.2302, -2.5354, 0.1143], [-1.0565, 1.8763, 1.3107], [-1.0865, -2.0658, -1.5837], [2.6239, 1.8004, 0.7583]], "atomic_forces_ev_per_a": [[-0.33, -0.10, -0.06], [0.23, -0.14, -0.02], [0.26, 0.67, 0.21], [0.52, -0.12, 0.02], [-0.33, 0.09, -0.01], [-0.05, -0.38, -0.11], [0.02, 0.41, 0.11], [-0.27, -0.02, -0.03], [-0.02, -0.04, -0.02], [0.01, 0.00, 0.00], [-0.02, 0.02, 0.11], [0.00, 0.08, -0.08], [0.04, -0.04, -0.06], [-0.02, -0.05, -0.01], [0.03, -0.07, 0.04], [-0.06, -0.32, -0.09]]}

no.,DFT total energy (Ha)
1,-1536.8316
2,-380.0796